Entry 1:
# C5H9NO

One molecule with the formula C5H9NO (ωB97M-V/def2-TZVPD, the OMol25 dataset).

Last column: natural (NBO) charge in e.
Cartesian coordinates (Å):
C: 1.962 -0.413 0.462  -0.6375
C: 0.570 -0.575 -0.134  0.1041
C: -1.577 -0.111 0.968  -0.0832
C: -1.371 0.443 -0.472  -0.1129
C: 0.042 0.841 -0.683  -0.1391
H: 2.311 0.216 1.369  0.2437
H: 2.125 -1.553 0.562  0.2240
H: 2.546 -0.001 -0.583  0.2016
H: 0.629 -1.366 -0.824  0.1832
H: -2.393 -0.815 1.199  0.2145
H: -1.297 0.723 1.744  0.1911
H: -1.646 -0.416 -1.030  0.1577
H: -1.175 0.932 -2.335  0.3636
H: 0.488 1.541 0.144  0.1705
N: -0.881 1.460 -1.409  -0.4978
O: -0.333 -0.905 1.020  -0.5835

Calculated values
gap between HOMO and LUMO: 9.71 eV
ΔE to the lowest compared entry with this formula, charge and spin: 711.84 kJ/mol
spin multiplicity: 1
HOMO level: -8.8 eV
structure (SMILES): C[C@H]1OC[C@H]2N[C@@H]21
charge: 0
lowest unoccupied orbital energy: 0.86 eV

***

Entry 2:
# C5H5NO

One molecule with the formula C5H5NO (ωB97M-V/def2-TZVPD, the OMol25 dataset).

Last column: natural (NBO) charge in e.
Cartesian coordinates (Å):
O: 0.110 0.577 -1.866  -0.6998
C: -0.030 0.591 -0.456  0.0433
C: -1.229 -0.333 -0.165  -0.5140
C: -1.392 -0.675 1.247  0.2814
N: -1.513 -0.971 2.359  -0.3100
C: 1.194 0.158 0.233  -0.0648
C: 2.213 -0.143 0.799  -0.1909
H: 1.040 0.719 -2.079  0.4869
H: -0.272 1.606 -0.108  0.1993
H: -2.142 0.144 -0.535  0.2587
H: -1.085 -1.249 -0.744  0.2641
H: 3.106 -0.424 1.314  0.2457

Calculated values
gap between HOMO and LUMO: 11.33 eV
ΔE to the lowest compared entry with this formula, charge and spin: 225.58 kJ/mol
spin multiplicity: 1
HOMO level: -10.7 eV
structure (SMILES): C#C[C@@H](O)CC#N
charge: 0
lowest unoccupied orbital energy: 0.66 eV

***

Entry 3:
# C3H2FLiO3Tm

C3H2FLiO3Tm as an isolated structure (ωB97M-V/def2-TZVPD, the OMol25 dataset).

Last column: Löwdin spin population.
Cartesian coordinates (Å):
O: 0.772 -1.976 1.007  0.0115
C: 1.568 -1.405 0.368  0.0384
C: -1.387 0.697 1.250  0.0133
O: -0.396 0.931 0.516  0.0981
O: 2.516 -0.920 -0.078  0.0803
C: -1.468 0.248 2.543  0.0072
Li: -0.917 -1.838 2.038  0.0293
F: -2.587 0.842 0.605  0.0028
H: -2.449 0.135 3.005  0.0003
H: -0.586 0.370 3.174  0.0065
Tm: 1.779 1.927 0.699  1.7124

Calculated values
gap between HOMO and LUMO (spin up / spin down): 5.70 / 7.16 eV
ΔE to the lowest compared entry with this formula, charge and spin: 0.00 kJ/mol
spin multiplicity: 3
HOMO level (spin up / spin down): -9.5 / -11.6 eV
charge: +1
lowest unoccupied orbital energy (spin up / spin down): -3.81 / -4.40 eV

***

Entry 4:
# C4H8N2O2

C4H8N2O2 as an isolated structure (ωB97M-V/def2-TZVPD, the OMol25 dataset).

Last column: natural (NBO) charge in e.
Cartesian coordinates (Å):
C: -1.794 -0.418 -0.363  -0.0879
C: -0.477 -0.159 0.392  0.0645
C: 0.730 -1.073 -0.218  -0.3124
C: 1.265 1.676 -0.193  0.3554
H: -1.814 1.543 0.469  0.4949
H: -1.816 -0.408 -1.463  0.1857
H: -2.068 -1.452 -0.142  0.1830
H: -0.421 -0.453 1.448  0.2070
H: 0.490 -1.330 -1.281  0.2138
H: 0.777 -2.231 0.186  0.2142
H: 2.034 -0.554 1.704  0.2190
H: 1.436 2.818 -0.437  0.2390
N: 2.120 -0.651 0.008  -0.3022
N: 2.263 0.789 -0.197  -0.3483
O: -2.636 0.726 0.067  -0.7403
O: -0.090 1.178 0.020  -0.5853

Calculated values
gap between HOMO and LUMO: 8.39 eV
ΔE to the lowest compared entry with this formula, charge and spin: 891.95 kJ/mol
spin multiplicity: 1
HOMO level: -9.4 eV
charge: 0
lowest unoccupied orbital energy: -0.96 eV

***

Entry 5:
# C19H16FN5O3S2

One molecule with the formula C19H16FN5O3S2 (ωB97M-V/def2-TZVPD, the OMol25 dataset).

Last column: natural (NBO) charge in e.
Cartesian coordinates (Å):
O: -2.587 -1.176 1.589  -0.5154
O: -2.250 -4.966 -5.422  -0.8918
O: -0.776 -3.336 -4.525  -0.9017
F: 3.763 2.269 0.521  -0.3266
N: -3.808 -1.689 -0.185  -0.5415
N: -0.616 -3.524 -1.457  -0.6572
N: -4.382 -3.788 -3.174  -0.5498
S: -5.347 -2.829 -2.180  0.6566
C: -2.572 -1.313 0.385  0.6007
C: -3.920 -2.357 -1.340  0.2411
C: -1.546 -2.729 -1.333  0.4461
C: -3.085 -3.701 -2.986  0.1679
C: 0.069 0.248 2.372  -0.2536
C: 0.132 0.128 0.911  -0.1429
C: 0.639 1.458 2.737  0.1417
C: 0.741 1.281 0.433  0.1668
C: -0.066 -1.110 0.040  -0.0230
C: -1.343 -1.613 -0.336  -0.1922
C: 3.174 5.635 1.642  -0.2054
C: 1.892 5.478 2.154  -0.2083
C: 3.887 4.485 1.216  -0.2656
C: 1.250 4.257 2.217  -0.2040
C: 3.146 3.352 1.065  0.3837
C: 1.827 3.205 1.583  0.0933
N: -2.757 -2.861 -1.885  -0.4570
N: 1.094 2.061 1.582  -0.3624
C: 0.781 1.833 4.176  -0.6449
C: 0.941 1.722 -0.959  -0.6732
C: -0.875 -5.744 -3.423  -0.8225
S: -1.776 -4.367 -4.171  2.0535
H: 0.271 -3.405 -1.046  0.3773
H: -0.509 -0.391 3.032  0.2406
H: 0.708 -1.408 -0.590  0.1948
H: 3.736 6.564 1.794  0.2243
H: 1.328 6.385 2.540  0.2204
H: 4.978 4.527 0.995  0.2429
H: 0.252 4.112 2.394  0.2250
H: -0.112 2.263 4.643  0.2270
H: 1.130 0.993 4.799  0.2351
H: 1.596 2.565 4.180  0.2210
H: 0.425 1.090 -1.734  0.2422
H: 0.656 2.799 -1.126  0.2341
H: 2.019 1.597 -1.257  0.2316
H: -0.889 -6.628 -4.097  0.2616
H: -1.333 -6.057 -2.493  0.2439
H: 0.112 -5.312 -3.285  0.2662

Calculated values
gap between HOMO and LUMO: 6.92 eV
ΔE to the lowest compared entry with this formula, charge and spin: 0.00 kJ/mol
spin multiplicity: 1
HOMO level: -8.1 eV
structure (SMILES): [H]/N=C1\C(=C\c2cc(C)n(-c3ccccc3F)c2C)C(=O)N=C2SN=C(S(C)(=O)=O)N21
charge: 0
lowest unoccupied orbital energy: -1.13 eV

***

Entry 6:
# C3H3O4

An isolated ion of composition C3H3O4 and charge -1 (ωB97M-V/def2-TZVPD, the OMol25 dataset).

Last column: natural (NBO) charge in e.
Cartesian coordinates (Å):
C: 0.370 -0.438 -1.407  0.7319
C: 0.365 -0.292 0.182  0.3500
C: -0.728 0.617 0.664  -0.6886
O: 0.298 -1.567 -1.834  -0.7239
O: 0.476 0.662 -1.945  -0.7669
O: 1.507 -0.164 0.911  -0.2875
O: 0.696 -1.360 1.054  -0.2890
H: -0.617 1.089 1.722  0.1991
H: -1.670 -0.052 0.808  0.2130
H: -0.697 1.504 -0.155  0.2618

Calculated values
gap between HOMO and LUMO: 8.68 eV
ΔE to the lowest compared entry with this formula, charge and spin: 309.86 kJ/mol
spin multiplicity: 1
HOMO level: -4.4 eV
structure (SMILES): CC1(C(=O)[O-])OO1
charge: -1
lowest unoccupied orbital energy: 4.23 eV

***

Entry 7:
# C32H51CeN4OP2S

C32H51CeN4OP2S as an isolated structure (ωB97M-V/def2-TZVPD, the OMol25 dataset).

Last column: Löwdin charge in e.
Cartesian coordinates (Å):
C: 2.787 -0.404 1.042  -0.2663
C: 2.122 1.373 -0.351  -0.2630
C: 4.123 -0.063 0.853  0.0250
C: 3.452 1.751 -0.523  0.0162
C: 4.484 1.042 0.086  0.0287
H: 4.879 -0.674 1.304  0.1288
H: 3.678 2.604 -1.139  0.1258
H: 5.528 1.334 -0.051  0.1433
N: 1.822 0.383 0.517  0.0077
P: 0.743 -2.527 1.042  1.0281
P: -0.696 2.370 0.027  1.1327
C: 2.304 -1.706 1.721  -0.1848
H: 3.064 -2.504 1.739  0.0961
H: 2.034 -1.475 2.768  0.0957
C: -2.867 -1.164 0.456  -0.2639
O: -3.995 -1.437 0.377  0.1605
C: 0.920 1.922 -1.155  -0.1974
H: 1.123 2.914 -1.583  0.1148
C: -2.128 2.890 -1.170  -0.6114
C: -0.261 3.617 1.349  -0.6435
C: 1.166 -3.301 -0.702  -0.6023
C: -0.013 -3.727 2.268  -0.6362
C: -3.068 1.687 -1.434  -0.0808
H: -3.712 1.445 -0.580  0.0873
H: -3.721 1.918 -2.290  0.1217
H: -2.533 0.772 -1.722  0.0391
C: -2.977 3.990 -0.524  -0.0717
H: -3.483 3.628 0.376  0.0841
H: -2.392 4.870 -0.250  0.0776
H: -3.768 4.337 -1.206  0.1145
C: -1.549 3.369 -2.511  -0.0564
H: -2.257 4.030 -3.033  0.1147
H: -0.613 3.926 -2.402  0.0758
H: -1.348 2.524 -3.175  0.0765
C: -1.474 3.761 2.322  -0.0796
H: -2.122 2.876 2.302  0.0286
H: -1.153 3.849 3.371  0.0945
H: -2.091 4.642 2.115  0.0871
C: 0.940 3.091 2.174  -0.0823
H: 0.830 2.033 2.437  0.0629
H: 1.881 3.201 1.628  0.0781
H: 1.030 3.651 3.118  0.1079
C: 0.114 4.935 0.629  -0.0637
H: 0.114 4.881 -0.468  0.0643
H: -0.554 5.761 0.901  0.0946
H: 1.136 5.242 0.891  0.0945
C: -1.361 -4.263 1.710  -0.0576
H: -2.071 -4.495 2.518  0.1007
H: -1.882 -3.533 1.073  0.0467
H: -1.241 -5.183 1.129  0.0889
C: -0.299 -2.985 3.582  -0.0875
H: 0.541 -2.377 3.913  0.0784
H: -1.159 -2.317 3.494  0.0176
H: -0.454 -3.706 4.396  0.1126
C: 1.020 -4.829 2.551  -0.0679
H: 1.045 -5.077 3.620  0.0990
H: 0.810 -5.759 2.016  0.0934
H: 2.053 -4.545 2.321  0.0724
C: 1.805 -2.245 -1.653  -0.0515
H: 2.770 -2.616 -2.026  0.1086
H: 1.173 -2.040 -2.529  0.0871
H: 2.018 -1.279 -1.186  0.0486
C: -0.131 -3.855 -1.344  -0.0611
H: -0.967 -3.135 -1.348  0.0693
H: 0.060 -4.106 -2.399  0.1132
H: -0.496 -4.771 -0.862  0.0834
C: 2.184 -4.421 -0.464  -0.0808
H: 3.083 -4.040 0.033  0.0878
H: 1.795 -5.248 0.137  0.0727
H: 2.502 -4.849 -1.426  0.1118
Ce: -0.665 -0.400 0.154  0.5225
N: -0.498 0.027 -1.928  -0.0417
C: 0.373 0.946 -2.211  -0.3391
C: 0.744 1.015 -3.613  -0.2048
C: -0.074 0.282 -4.495  -0.0206
C: 1.868 1.727 -4.057  0.0043
C: 0.186 0.298 -5.856  -0.0275
H: -0.901 -0.308 -4.094  0.1202
C: 2.138 1.730 -5.424  -0.0261
H: 2.501 2.215 -3.309  0.1108
C: 1.294 1.030 -6.311  -0.0129
H: -0.493 -0.256 -6.509  0.1272
H: 3.002 2.282 -5.798  0.1243
H: 1.488 1.049 -7.381  0.1251
N: -3.757 -1.918 3.470  0.1803
C: -2.968 -0.838 3.706  -0.6886
N: -2.796 -0.297 4.915  0.1426
S: -2.047 0.035 2.484  0.7710
H: -4.415 -2.218 4.206  0.1618
H: -3.835 -2.361 2.561  0.0956
H: -2.060 0.441 4.957  0.1326
H: -3.384 -0.444 5.733  0.1535

Calculated values
gap between HOMO and LUMO (spin up / spin down): 6.30 / 6.88 eV
spin multiplicity: 1
HOMO level (spin up / spin down): -16.3 / -16.4 eV
charge: +3
lowest unoccupied orbital energy (spin up / spin down): -10.02 / -9.50 eV

***

Entry 8:
# C2HO3Tl

C2HO3Tl as an isolated structure (ωB97M-V/def2-TZVPD, the OMol25 dataset).

Last column: Löwdin spin population.
Cartesian coordinates (Å):
O: 0.039 1.247 -2.209  0.1401
H: -0.033 2.146 -1.847  0.0015
O: 0.195 -1.104 0.638  0.2854
O: -0.326 -0.507 1.714  0.2250
C: 0.403 -0.324 -0.368  0.0927
C: 0.468 0.395 -1.346  0.2555
Tl: -0.746 -1.853 3.418  -0.0002

Calculated values
gap between HOMO and LUMO (spin up / spin down): 10.10 / 7.64 eV
ΔE to the lowest compared entry with this formula, charge and spin: 542.62 kJ/mol
spin multiplicity: 2
HOMO level (spin up / spin down): -14.4 / -14.7 eV
charge: +1
lowest unoccupied orbital energy (spin up / spin down): -4.27 / -7.03 eV

***

Electronic energy list, top to bottom, in hartree: -325.66643, -323.43376, -1533.59422, -416.91623, -2129.19020, -417.01078, -3099.27158, -474.50529